Here is a molecular structure, C44H68ClGeN5NaO2P3 from OMol25. Energies are from the ωB97M-V functional and the def2-TZVPD basis.

Positions of all 125 atoms, in Å:
1 Na -1.6816 1.0829 -2.0707
2 C 0.6871 1.8068 -4.7066
3 C 0.7308 3.1197 -3.9385
4 C -0.4429 3.9930 -4.4031
5 P 0.6081 2.7514 -2.0567
6 C 2.3209 2.0509 -1.6836
7 N 2.3355 0.7547 -1.0449
8 Ge 0.9057 -0.0838 0.3213
9 N 0.8455 -2.0814 0.9099
10 C -0.4009 -2.8203 0.8610
11 P -1.4770 -2.4519 -0.6596
12 C -3.0360 -3.3028 0.0643
13 C -2.8641 -4.8049 0.3545
14 C -3.6913 -2.5379 1.2413
15 C -0.6117 -3.6359 -1.8783
16 C 0.3708 -4.7080 -1.3852
17 C -1.5968 -4.1487 -2.9625
18 C 1.8300 -2.6409 1.6764
19 C 1.7193 -3.8894 2.4046
20 C 2.6141 -4.2360 3.4047
21 C 3.7371 -3.4409 3.6202
22 C 3.9732 -2.3061 2.8248
23 C 3.0779 -1.9363 1.8058
24 N 3.2271 -0.7970 0.9494
25 C 3.8104 -0.9991 -0.3667
26 C 4.8178 -1.9162 -0.6795
27 C 5.4150 -1.9213 -1.9365
28 C 4.8432 -1.1728 -2.9653
29 C 3.8907 -0.1759 -2.6797
30 C 3.3734 -0.0612 -1.3775
31 C 3.6012 0.4721 1.5441
32 C 4.9408 0.9254 1.6005
33 C 5.2744 1.9868 2.4270
34 C 4.3154 2.6604 3.1662
35 C 2.9748 2.2230 3.0943
36 C 2.5594 1.1488 2.2253
37 N 1.2637 0.7952 2.0328
38 C 0.2634 1.2973 2.9807
39 P -1.5604 0.7154 2.8776
40 C -2.4510 2.3617 3.2842
41 C -3.9423 2.1964 2.9636
42 C -1.8540 3.6406 2.6158
43 C -1.6896 -0.4561 4.3657
44 C -0.3869 -1.1913 4.7740
45 C -2.3251 0.1812 5.6417
46 C 0.7686 4.4930 -1.4360
47 C 1.7464 5.4465 -2.1647
48 C 0.9720 4.4710 0.0911
49 H 0.9223 2.0068 -5.7908
50 H -0.3374 1.3843 -4.6987
51 H 1.3799 1.0885 -4.3021
52 H 1.6589 3.6783 -4.0931
53 H -1.3854 3.6294 -3.9792
54 H -0.5201 3.9230 -5.4995
55 H -0.3621 5.0540 -4.1613
56 H 2.7568 2.8037 -0.9966
57 H 2.9202 2.1681 -2.5988
58 H -0.9662 -2.6251 1.7757
59 H -0.2601 -3.8867 0.8247
60 H -3.7847 -3.2155 -0.7551
61 H -2.0899 -4.9639 1.1431
62 H -2.5725 -5.3482 -0.5686
63 H -3.8393 -5.1409 0.7379
64 H -3.6353 -3.0371 2.2233
65 H -4.7408 -2.4197 1.0029
66 H -3.2102 -1.5479 1.3735
67 H -0.0220 -2.8075 -2.4014
68 H -0.0483 -5.5759 -0.8700
69 H 1.1466 -4.3016 -0.7252
70 H 0.8828 -5.1078 -2.2595
71 H -2.4457 -4.7727 -2.5953
72 H -1.0301 -4.7668 -3.6316
73 H -2.0047 -3.3079 -3.5216
74 H 0.8815 -4.5096 2.2322
75 H 2.4062 -5.1156 4.0396
76 H 4.4543 -3.6886 4.3976
77 H 4.8406 -1.6758 3.0782
78 H 5.1323 -2.6337 0.0892
79 H 6.3189 -2.4999 -2.1816
80 H 5.1798 -1.3471 -4.0024
81 H 3.5805 0.5166 -3.4334
82 H 5.7255 0.5298 0.9500
83 H 6.3323 2.3082 2.5143
84 H 4.5655 3.5469 3.7414
85 H 2.2094 2.6261 3.7326
86 H 0.2333 2.4114 2.8756
87 H 0.5727 1.1066 4.0120
88 H -2.3447 2.4704 4.3694
89 H -4.1696 2.2523 1.8870
90 H -4.5254 2.9586 3.4921
91 H -4.3943 1.2593 3.2927
92 H -1.6233 3.4363 1.5629
93 H -0.9138 4.0281 3.0764
94 H -2.6207 4.3911 2.6624
95 H -2.4354 -1.2071 3.9290
96 H 0.2437 -0.5057 5.3458
97 H 0.1557 -1.6577 3.9684
98 H -0.6476 -2.0424 5.4400
99 H -1.7087 1.0016 6.0278
100 H -2.3955 -0.6083 6.4335
101 H -3.3290 0.5514 5.4967
102 H -0.2975 4.8713 -1.5911
103 H 2.8378 5.1481 -2.1729
104 H 1.7209 6.4162 -1.5976
105 H 1.4324 5.6731 -3.1871
106 H 1.9370 4.0836 0.3765
107 H 0.2120 3.8955 0.5773
108 H 0.9159 5.4734 0.5208
109 O -3.2199 2.8688 -1.1307
110 H -2.6852 3.5214 -0.6681
111 H -3.5047 3.2510 -1.9780
112 O 1.2424 -1.3791 -3.4051
113 H 1.2114 -1.7797 -4.3162
114 H 2.1085 -1.7008 -3.0738
115 Cl -7.3893 -1.1902 -1.6886
116 C -6.0909 -0.6701 -2.6573
117 C -6.1458 -0.9164 -4.0416
118 C -5.0983 -0.4692 -4.8241
119 C -4.0411 0.1861 -4.2499
120 N -3.9427 0.3798 -2.9080
121 C -4.9506 -0.0273 -2.1154
122 H -7.0074 -1.4207 -4.4666
123 H -5.0839 -0.7023 -5.8681
124 H -3.2272 0.5799 -4.8688
125 H -4.8732 0.2356 -1.0547

Calculated values
LUMO level (spin up / spin down) = -2.173 / -4.167 eV
Spin multiplicity = 2
Frontier orbital gap (spin up / spin down) = 6.8 / 4.9 eV
Net charge = +1

---

Here is a gas-phase ion, C10H11N2O2S (charge +1) from OMol25. Energies are from the ωB97M-V functional and the def2-TZVPD basis.

Positions of all 26 atoms, in Å:
1 C 2.1498 1.1823 0.1696
2 C 0.7685 1.2989 0.1392
3 C 1.9785 -1.2133 -0.1547
4 C 0.5655 -1.1214 -0.1700
5 C 2.7294 -0.0773 0.0304
6 C -0.0111 0.1690 0.0060
7 C -0.2756 -2.2078 -0.2048
8 C -2.0608 -1.0566 -0.2924
9 C -1.9253 1.0942 -1.1446
10 C -1.9470 0.8049 1.2844
11 N 4.1902 -0.1878 0.0659
12 N -1.4878 0.2410 -0.0068
13 O 4.8078 0.8448 0.0504
14 O 4.6463 -1.3016 0.1101
15 S -3.5725 -1.4977 0.2914
16 H 2.7825 2.0464 0.3045
17 H 0.3281 2.2785 0.2431
18 H 2.4630 -2.1716 -0.2612
19 H -0.2498 -3.1541 -0.6946
20 H -1.5384 2.1051 -1.0409
21 H -1.5538 0.6632 -2.0742
22 H -3.0128 1.1281 -1.1781
23 H -1.5013 1.7827 1.4555
24 H -3.0309 0.9075 1.2810
25 H -1.6505 0.1346 2.0911
26 H -3.5921 -2.6921 -0.3004

Calculated values
LUMO level (spin up / spin down) = -5.217 / -4.710 eV
Spin multiplicity = 1
Frontier orbital gap (spin up / spin down) = 6.8 / 7.4 eV
Net charge = +1

---

Number 1: maximum force 2.78 eV/A. Number 2: maximum force 5.78 eV/A.